# 1
Below is 4 unconnected molecules or ions with the total composition C31H73I2N10O5P3Si, with properties calculated with wB97M-V/def2-TZVPD.

CARTESIAN COORDINATES (ANGSTROEM)
O: -6.16 0.14 -5.31
N: 0.66 5.58 6.11
N: 7.38 -6.67 2.65
C: 0.69 7.04 6.19
H: -8.70 2.10 -7.08
O: 1.17 3.47 5.11
H: -2.63 -0.07 1.75
H: -3.19 1.61 -1.83
H: 1.20 7.51 5.36
H: -2.37 1.38 -7.11
H: -4.07 -1.54 2.25
H: -2.92 3.75 1.69
H: -5.60 2.96 -6.67
H: -7.41 -0.35 -9.35
H: 2.66 7.05 4.13
C: 3.15 3.86 3.50
C: 2.08 -0.53 -1.46
H: 5.18 -5.95 -0.51
H: -7.79 2.00 -5.56
H: 6.94 -9.33 1.27
H: -0.33 7.44 6.15
H: -3.73 1.91 -8.02
H: 3.04 -6.53 2.93
H: -1.27 5.59 7.00
H: 3.45 2.96 4.05
H: 9.11 -7.23 3.75
I: 1.50 -3.12 0.17
C: -6.16 2.59 -7.53
H: -2.20 -1.28 0.44
H: -0.48 4.03 7.00
N: 3.01 5.66 6.80
C: -4.08 1.13 -1.31
C: 8.19 -7.67 3.34
H: 2.14 -1.25 -2.36
N: 2.86 4.97 4.42
H: 2.21 4.84 8.60
H: 0.19 -0.81 1.58
H: -5.53 2.58 -8.42
N: -6.75 1.28 -7.29
C: 6.23 -8.92 0.55
O: 0.68 2.81 -1.46
N: -0.45 2.53 -1.73
C: -6.59 -0.12 -0.03
H: 5.99 -4.42 0.87
C: 0.58 -0.10 0.76
I: 2.26 1.14 1.37
H: -6.94 3.32 -7.78
C: -3.86 0.23 -0.08
H: -5.59 2.05 -2.85
H: 4.90 6.57 7.14
C: 4.37 6.01 6.36
H: 2.28 3.61 2.89
H: 8.53 -6.65 0.85
H: -5.65 -0.72 2.71
H: 3.73 -5.09 3.71
H: 1.14 7.40 7.12
C: 3.18 5.10 8.16
H: 0.06 5.28 8.13
C: 3.54 -5.57 2.74
C: 5.35 -4.44 1.76
H: 4.36 6.68 5.50
H: 3.78 4.18 8.14
H: -5.75 -2.29 1.74
H: -2.76 3.27 -0.16
H: -2.42 -0.16 -5.47
Si: -0.97 0.92 0.17
H: -3.06 -1.44 -6.52
H: 1.87 0.50 -1.90
H: -6.35 1.02 -9.76
C: -5.51 1.40 -1.91
H: -0.08 3.10 1.27
H: 1.43 6.07 3.29
N: -5.45 -0.45 -8.50
H: 5.45 -7.45 -1.31
C: -0.30 5.10 7.11
H: -6.09 -0.51 -10.52
P: 2.01 4.52 5.87
C: -6.80 0.76 -1.29
C: 5.15 -7.03 -0.35
H: -8.49 0.54 -6.30
H: -0.01 -1.26 -1.16
H: 5.91 -4.09 2.63
H: 3.65 5.81 8.84
C: 2.48 6.11 3.61
O: -0.72 1.20 -1.53
N: -4.15 0.38 -6.58
P: 5.72 -7.14 2.43
N: 4.77 -5.76 1.97
H: 3.98 4.11 2.83
H: 3.12 -0.60 -0.96
H: -6.27 -2.42 -8.45
H: 4.58 -3.70 1.53
C: -6.38 -0.05 -9.57
H: -3.88 -1.02 -5.01
H: 3.11 6.19 2.72
C: -1.06 2.49 1.25
C: 8.23 -6.00 1.68
O: 5.37 -6.95 3.92
C: 0.92 -1.09 -0.50
H: -4.94 -2.21 -9.61
C: -3.29 1.02 -7.57
H: -1.71 4.57 0.60
H: 8.48 -8.49 2.66
C: -5.13 -1.33 1.87
P: -5.80 -0.10 -6.79
C: -2.22 3.55 0.81
H: 7.79 -5.10 1.26
C: -5.16 -0.39 0.57
H: 2.82 -4.95 2.19
H: -7.50 -0.61 0.45
C: -3.34 -0.61 -5.87
H: 4.97 5.13 6.12
H: 6.60 -9.17 -0.45
H: -1.26 2.23 2.35
C: -5.31 -1.92 -8.62
H: -7.81 0.97 -1.78
C: -7.99 1.49 -6.51
H: 9.16 -5.65 2.16
H: 5.27 -9.43 0.70
C: -2.48 -0.17 0.60
H: 7.65 -8.11 4.18
H: -4.60 -2.32 -7.89
H: -3.00 0.34 -8.39
H: 4.13 -7.33 -0.14
N: 6.08 -7.45 0.71

gap between HOMO and LUMO	6.99	eV
spin multiplicity	1
SMILES	CC[Si@@](Cc1ccccc1C)(ON=O)[C@H](I)[C@@H](C)I.CN(C)P(=O)(N(C)C)N(C)C.CN(C)P(=O)(N(C)C)N(C)C.CN(C)P(=O)(N(C)C)N(C)C

---

# 2
Below is 3 unconnected molecules or ions with the total composition C31H73NO8P3S3, with properties calculated with wB97M-V/def2-TZVPD.

CARTESIAN COORDINATES (ANGSTROEM)
C: -1.37 -4.29 -0.35
C: 6.23 8.01 1.34
C: 1.50 -5.66 1.14
O: 8.98 5.57 2.86
P: -5.77 -0.15 -6.33
H: -6.69 -1.51 2.26
C: -0.09 -1.45 1.94
H: -5.00 -1.31 -8.87
H: -4.02 0.15 -8.57
H: 0.75 -5.02 -1.56
H: -1.23 -6.45 0.20
H: -1.18 -3.59 4.01
H: -6.72 -1.37 -2.08
H: 2.58 0.39 0.90
C: -6.87 -1.56 0.09
H: -6.91 0.09 1.54
H: -2.94 0.64 3.46
C: 1.27 -6.59 -0.09
H: 0.33 -6.69 -2.02
H: -1.84 -6.12 -1.43
H: 4.55 0.54 -1.63
H: 3.50 3.00 0.96
S: -0.27 -0.87 0.43
C: -6.41 0.62 -1.14
O: -7.06 0.74 -5.87
H: 3.88 2.04 3.82
H: -4.34 -1.29 0.72
C: 4.20 -1.37 0.39
H: 9.56 7.64 1.58
H: -5.48 1.08 -0.79
C: 9.61 6.95 0.74
H: -2.35 -1.85 4.36
C: -5.01 -0.22 -8.85
H: 1.24 -4.62 0.94
H: 0.99 -6.05 2.02
C: 2.68 -2.40 2.26
P: 7.56 5.80 1.99
H: -5.12 1.96 -4.38
H: 3.33 -3.33 0.46
H: -2.77 -3.08 0.84
C: 4.00 2.27 1.62
H: 2.47 4.18 -1.08
H: -4.04 -2.11 2.81
H: -2.57 -0.13 1.92
H: 4.35 -1.47 -0.70
H: -8.00 1.94 -7.27
H: 0.25 2.09 -0.65
H: 0.73 4.24 -1.52
H: 4.39 2.15 -0.93
C: 3.25 2.38 2.99
H: 5.50 0.56 0.90
H: 2.45 -3.44 2.52
P: 4.03 0.47 0.92
C: -4.41 1.13 -4.45
H: -5.20 -1.22 -1.21
C: 8.80 5.33 4.27
C: 3.96 1.13 -0.91
C: -6.41 -0.87 1.41
H: 6.34 8.37 2.36
H: -2.66 -4.91 2.80
H: -0.44 -3.76 -0.15
C: -1.81 -4.55 2.20
H: 2.17 -2.06 0.11
O: -6.08 -1.61 -6.37
H: 2.98 3.44 3.11
C: -2.36 -4.09 0.83
H: 3.59 -2.16 2.83
H: 0.12 -3.71 2.84
H: 5.04 2.63 1.77
C: -1.11 -5.80 -0.68
C: -0.95 -3.48 2.94
H: -3.64 1.37 -5.18
C: -4.87 -0.67 1.45
C: 0.37 -5.97 -1.18
H: -6.68 -2.64 0.12
H: 9.69 7.52 -0.19
H: 5.14 -1.76 0.84
C: -2.88 -0.33 2.95
S: 2.27 1.30 -1.63
C: 1.46 3.89 -0.77
H: 1.53 2.18 0.53
C: -4.26 -1.03 2.84
O: 7.01 4.42 2.00
H: -1.84 -3.87 -1.25
H: 2.25 -6.77 -0.55
H: 10.50 6.33 0.84
O: 8.45 6.12 0.65
H: 9.79 5.24 4.72
H: 7.02 8.42 0.71
S: 1.41 -1.26 2.91
H: 2.32 1.80 2.89
H: 8.28 6.16 4.74
H: 1.17 4.40 0.16
H: -7.21 0.93 -0.45
N: -1.25 -2.10 2.52
H: -6.67 1.08 -2.11
H: 0.78 -7.51 0.26
H: -6.37 2.48 -6.82
H: -3.93 0.99 -3.48
C: 3.02 -2.31 0.76
H: 5.27 8.36 0.96
C: -6.26 -0.91 -1.19
H: 4.11 0.01 2.33
C: -7.29 2.03 -6.45
H: 8.25 4.40 4.43
H: -4.94 -0.78 3.67
H: -1.16 -5.41 2.01
H: -1.05 -0.67 4.12
O: -5.09 -0.08 -4.80
H: -7.96 -1.41 0.03
O: -6.01 0.25 -7.94
C: 1.30 2.37 -0.52
C: -1.82 -1.27 3.60
H: -3.21 -4.76 0.59
H: -5.26 0.15 -9.84
H: -4.61 0.37 1.23
O: 6.24 6.58 1.30
H: -7.72 2.67 -5.68
H: 2.58 -5.67 1.36

charge	-1
gap between HOMO and LUMO	3.51	eV
spin multiplicity	1

---

E (Ha)
-4057.1196, -4100.0476
Max |F| (hartree/bohr)
0.1694, 0.1497